{"formula": "C36H39CoN4O2SSb", "method": "the ωB97M-V functional and the def2-TZVPD basis", "lumo_ev": [-7.8, -11.3], "energy_ha": -3785.0298, "charge": 3, "spin_multiplicity": 5, "species": ["Co", "O", "C", "C", "C", "C", "N", "C", "C", "C", "C", "C", "C", "O", "C", "C", "N", "H", "H", "H", "H", "H", "H", "H", "H", "H", "H", "H", "H", "C", "C", "N", "C", "C", "N", "C", "C", "H", "H", "H", "H", "H", "H", "H", "H", "H", "H", "H", "H", "S", "Sb", "C", "C", "C", "C", "C", "C", "C", "C", "C", "C", "C", "C", "C", "C", "C", "C", "C", "C", "H", "H", "H", "H", "H", "H", "H", "H", "H", "H", "H", "H", "H", "H", "H"], "positions_angstrom": [[-0.7908, 1.0650, -0.6237], [-6.7731, 0.3007, 2.3989], [-6.7967, 0.7246, 1.0598], [-5.3823, 0.9166, 0.5976], [-5.0903, 1.1417, -0.7446], [-3.7775, 1.3059, -1.1225], [-2.7627, 1.2740, -0.2474], [-3.0340, 1.0698, 1.0578], [-4.3269, 0.8787, 1.5042], [-1.8589, 1.0656, 1.9736], [-1.9871, 0.9774, 3.3464], [-0.8507, 0.9703, 4.1463], [-0.9665, 0.8454, 5.6375], [-2.2493, 0.3555, 5.9387], [0.3925, 1.0752, 3.5292], [0.4472, 1.1564, 2.1579], [-0.6475, 1.1483, 1.3856], [-7.6709, 0.2590, 2.7459], [-7.3224, 1.6802, 0.9410], [-7.2852, -0.0034, 0.4028], [-5.8731, 1.1777, -1.4906], [-3.5157, 1.4591, -2.1618], [-4.5485, 0.6883, 2.5430], [-2.9539, 0.8925, 3.8180], [-0.7903, 1.8347, 6.0778], [-0.1748, 0.1794, 5.9989], [-2.3996, 0.3871, 6.8900], [1.3073, 1.0741, 4.1070], [1.4002, 1.2052, 1.6437], [1.7730, 2.1840, -1.6965], [2.6599, 3.2380, -2.5117], [1.6941, 4.1200, -3.0909], [1.0164, 4.9611, -2.1506], [0.1934, 3.9341, -1.2388], [0.3595, 2.5757, -1.7711], [-0.0889, 2.5348, -3.1699], [0.8376, 3.4985, -4.0531], [2.1005, 2.1814, -0.6579], [1.8957, 1.1911, -2.1226], [3.2272, 2.7283, -3.2871], [3.3229, 3.7860, -1.8468], [0.3462, 5.6407, -2.6709], [1.7318, 5.5181, -1.5500], [-0.8586, 4.2125, -1.2495], [0.5663, 3.9713, -0.2169], [-1.1200, 2.8794, -3.2283], [-0.0135, 1.5169, -3.5472], [0.2322, 4.2416, -4.5668], [1.4242, 2.9227, -4.7642], [-0.3575, -0.7842, -1.9253], [1.2140, -2.0841, -0.7782], [1.2276, -3.9449, -1.7054], [0.0381, -4.6654, -1.7781], [0.0449, -5.9184, -2.3673], [1.2287, -6.4416, -2.8751], [2.4111, -5.7193, -2.7956], [2.4175, -4.4630, -2.2074], [3.0628, -1.1385, -1.0556], [3.5091, -1.0468, -2.3757], [4.7051, -0.4015, -2.6580], [5.4519, 0.1597, -1.6271], [5.0033, 0.0766, -0.3154], [3.8096, -0.5741, -0.0256], [0.6547, -2.2813, 1.2317], [-0.7101, -2.2737, 1.5165], [-1.1435, -2.5228, 2.8097], [-0.2198, -2.7781, 3.8164], [1.1388, -2.7888, 3.5311], [1.5807, -2.5442, 2.2380], [-0.8896, -4.2614, -1.3887], [-0.8713, -6.4893, -2.4307], [1.2282, -7.4212, -3.3337], [3.3295, -6.1343, -3.1876], [3.3469, -3.9101, -2.1371], [2.9397, -1.4901, -3.1867], [5.0676, -0.3606, -3.6773], [6.3960, 0.6420, -1.8447], [5.5939, 0.4975, 0.4878], [3.4812, -0.6333, 1.0045], [-1.4381, -2.0842, 0.7337], [-2.2027, -2.5389, 3.0319], [-0.5650, -2.9906, 4.8200], [1.8575, -3.0148, 4.3079], [2.6404, -2.6175, 2.0265]], "atomic_forces_ev_per_a": [[0.074, -0.186, -0.185], [-0.015, 0.022, 0.009], [0.005, 0.005, 0.016], [0.004, -0.007, -0.007], [-0.012, 0.034, 0.015], [0.012, -0.012, -0.016], [0.013, 0.005, -0.024], [-0.045, 0.047, 0.013], [-0.011, -0.006, 0.004], [0.019, 0.014, 0.043], [-0.006, -0.044, -0.028], [0.009, -0.017, 0.028], [-0.023, -0.008, 0.007], [0.003, 0.015, 0.013], [0.009, -0.004, 0.008], [0.015, -0.068, -0.026], [0.003, 0.060, 0.002], [0.017, -0.010, -0.012], [-0.006, -0.005, -0.018], [-0.002, -0.011, 0.006], [0.005, -0.004, -0.005], [-0.006, -0.024, -0.006], [0.002, 0.016, -0.004], [0.009, 0.013, 0.013], [0.016, 0.001, 0.003], [-0.005, -0.004, -0.004], [0.002, 0.005, -0.012], [0.000, -0.007, -0.002], [0.008, 0.006, -0.003], [-0.017, 0.054, 0.009], [-0.035, -0.025, 0.015], [0.053, 0.050, -0.053], [-0.029, -0.038, 0.028], [-0.006, -0.001, 0.007], [-0.035, 0.094, 0.057], [-0.002, 0.016, 0.006], [-0.031, -0.042, 0.042], [0.011, -0.026, -0.001], [0.019, -0.043, -0.001], [0.014, 0.009, 0.006], [0.005, 0.000, -0.007], [0.006, 0.010, 0.003], [0.004, 0.001, -0.005], [-0.004, -0.006, 0.002], [-0.002, 0.003, 0.002], [-0.006, -0.016, 0.001], [0.003, -0.009, -0.003], [0.008, 0.003, -0.007], [-0.002, 0.010, -0.012], [-0.060, 0.055, 0.138], [0.014, -0.136, 0.033], [0.071, -0.040, -0.062], [-0.059, 0.068, 0.004], [0.037, -0.028, -0.015], [-0.008, 0.013, 0.005], [-0.025, -0.024, 0.001], [0.057, 0.039, 0.040], [0.051, 0.025, -0.066], [-0.003, -0.022, -0.023], [0.014, 0.017, 0.022], [-0.016, -0.008, -0.004], [0.007, 0.009, -0.010], [-0.072, 0.063, 0.043], [-0.123, 0.103, 0.064], [-0.011, 0.108, -0.043], [0.014, 0.004, 0.061], [-0.019, 0.025, -0.025], [-0.030, 0.006, 0.012], [0.109, -0.129, -0.091], [0.002, 0.000, 0.001], [-0.003, 0.004, 0.003], [0.000, 0.000, 0.000], [0.002, 0.002, 0.002], [-0.007, -0.006, -0.005], [0.005, -0.004, 0.009], [-0.001, 0.001, 0.004], [-0.004, 0.001, 0.001], [0.004, -0.003, -0.003], [-0.034, -0.061, 0.036], [0.006, -0.010, -0.006], [-0.006, 0.003, -0.006], [0.012, 0.000, -0.003], [-0.003, 0.005, -0.004], [0.032, 0.051, -0.029]]}